Density functional theory data (ωB97M-V with the def2-TZVPD basis set) for 4 unconnected molecules or ions with the total composition C3H14NO4.

CARTESIAN COORDINATES (ANGSTROEM)
C: 0.15507 0.17350 1.92770
C: -1.20288 0.84383 1.83001
C: -2.32313 -0.20714 1.61621
O: -2.28333 -0.86623 0.61739
N: 0.79589 0.12626 0.60656
H: 0.02882 -0.84974 2.28663
H: 0.91337 0.50728 2.64636
H: -1.21801 1.70099 1.13602
H: -1.33675 1.54514 2.68722
H: -2.91041 -0.45079 2.51462
H: 0.89751 1.05495 0.17616
H: 0.29016 -0.37370 -0.19243
H: 1.59525 -0.49892 0.59957
H: 1.16770 0.81348 -3.57428
H: -0.29796 0.20280 -3.80205
O: 0.59513 0.03882 -3.52542
H: 3.02921 2.73576 -0.75847
H: 3.53531 1.45250 -1.04924
O: 2.68596 1.91710 -1.13735
H: -0.47889 -2.55167 -1.16431
H: 0.99221 -2.27362 -0.92045
O: 0.11129 -2.06097 -0.57207

Cartesian forces (eV/Å) of the 2 atoms listed first:
-0.137 -1.012 0.475
-0.370 2.252 1.249

Orbital gap (eV): 10.5656
Maximum force (eV Å⁻¹): 2.6
Charge: +1
Spin multiplicity: 1
Relative energy (zero: lowest compared OMol25 entry of this formula, charge and spin) (kJ/mol): 161.63
Calculated total energy (Ha): -478.14374



Density functional theory data (ωB97M-V with the def2-TZVPD basis set) for C18H25F3N4O4 in the gas phase.

CARTESIAN COORDINATES (ANGSTROEM)
C: 1.55040 4.97034 -0.09506
C: 0.09989 4.64571 0.22672
C: -0.01378 3.61328 1.34932
C: -1.42450 3.29516 1.67090
N: -2.16635 4.03638 2.58778
C: -3.32782 3.49086 2.58739
O: -3.46773 2.44682 1.75734
C: -2.22971 2.33430 1.16503
C: -2.00046 1.28644 0.16281
O: -0.93293 1.22681 -0.43166
N: -3.03927 0.43459 -0.04145
C: -3.01230 -0.68100 -0.95066
C: -2.25879 -1.90832 -0.51770
N: -0.82873 -1.67494 -0.60112
C: 0.05573 -2.65160 -0.32829
O: -0.22122 -3.84154 -0.34253
C: 1.50072 -2.19450 -0.10202
N: 2.05857 -3.12479 0.86181
C: 2.81713 -2.71595 1.88890
O: 3.20546 -1.59170 2.11353
C: 3.23205 -3.84588 2.85850
F: 2.71552 -5.04615 2.52061
F: 4.56330 -3.97424 2.87670
F: 2.82093 -3.56704 4.09928
C: 2.30726 -2.17680 -1.41442
C: 3.75806 -1.79843 -1.13477
C: 1.69436 -1.23074 -2.44120
C: -4.25346 -0.85365 -1.76291
C: -3.00371 -0.34056 -2.41333
H: 1.62133 5.70584 -0.89689
H: 2.06503 5.37641 0.77803
H: 2.08839 4.07488 -0.41241
H: -0.43377 5.55453 0.51757
H: -0.40062 4.25371 -0.66261
H: 0.50475 2.70159 1.05345
H: 0.46233 3.99559 2.25539
H: -4.19297 3.76566 3.16779
H: -3.79778 0.47642 0.62150
H: -2.54844 -2.19639 0.49994
H: -2.52530 -2.74243 -1.16924
H: -0.52677 -0.70660 -0.59237
H: 1.52027 -1.19627 0.34328
H: 1.69966 -4.06847 0.81486
H: 2.28012 -3.19655 -1.81663
H: 3.81944 -0.82122 -0.65101
H: 4.24923 -2.52044 -0.48368
H: 4.31901 -1.75446 -2.06922
H: 1.58097 -0.22132 -2.03358
H: 2.34558 -1.16557 -3.31345
H: 0.71474 -1.56633 -2.78007
H: -4.57674 -1.86343 -1.97446
H: -5.06110 -0.15442 -1.59385
H: -2.95497 0.70447 -2.68164
H: -2.45099 -0.99803 -3.07014

Cartesian forces (eV/Å) of the 2 atoms listed first:
0.030 0.016 -0.017
-0.024 0.049 -0.042

Orbital gap (eV): 10.1559
Maximum force (eV Å⁻¹): 0.7
Structure (SMILES): CCCc1ncoc1C(=O)NC1(CNC(=O)[C@@H](NC(=O)C(F)(F)F)C(C)C)CC1
Charge: 0
Spin multiplicity: 1
Relative energy (zero: lowest compared OMol25 entry of this formula, charge and spin) (kJ/mol): 16.35
Calculated total energy (Ha): -1520.55113